1.
This record from the Open Molecules 2025 dataset describes a structure of composition C30H34Br2N10OS4Sr at a distorted geometry. The level of theory is the ωB97M-V functional and the def2-TZVPD basis.

Last column: Löwdin charge in e.
Atoms and positions in Å:
1 C 4.753 -1.616 -0.874  -0.050
2 H 1.852 2.426 1.657  0.091
3 H 0.525 2.226 0.591  0.085
4 C 3.122 2.091 -1.865  -0.222
5 H -1.677 -5.988 -0.684  0.096
6 C -2.936 1.947 2.402  -0.118
7 H -0.345 -4.572 -1.971  0.139
8 C 4.029 -1.615 0.324  -0.167
9 N 1.180 1.806 1.236  0.121
10 S 1.669 0.141 3.304  1.109
11 H -0.228 -1.928 -3.255  0.028
12 C -0.125 -3.010 -3.354  -0.091
13 N -0.338 0.078 1.695  -0.040
14 C 2.566 -1.801 0.342  -0.397
15 Br -4.797 5.231 -4.251  0.839
16 C 0.741 0.756 1.960  -0.683
17 C -3.483 2.935 3.197  -0.063
18 H -3.442 2.874 4.271  0.116
19 H 3.265 1.923 -2.938  0.132
20 H -4.584 4.881 0.681  0.106
21 C 6.085 -1.354 1.549  -0.045
22 C -1.798 -5.146 0.000  -0.049
23 H -4.758 -1.640 0.075  0.085
24 C -2.113 -2.677 3.460  -0.320
25 C -0.517 -0.959 2.586  -0.358
26 C 4.039 3.380 0.123  -0.102
27 H 0.579 -1.794 4.299  0.085
28 Sr -2.004 0.151 -0.210  1.156
29 H 6.681 -1.479 -1.776  0.116
30 H 3.083 3.897 0.189  0.071
31 S 0.461 0.738 -1.878  0.664
32 H 6.607 -1.269 2.489  0.116
33 H -5.602 -2.749 1.081  0.117
34 N -0.719 -3.666 -2.211  -0.022
35 C -3.534 3.001 0.452  -0.203
36 H -0.827 -4.882 0.426  0.095
37 C -3.716 -2.273 1.693  -0.704
38 H 7.860 -1.151 0.364  0.117
39 N -2.920 1.908 -1.585  -0.066
40 N 2.992 0.806 -1.207  0.040
41 N -2.654 -1.532 1.537  -0.045
42 H 4.243 -1.773 -1.814  0.126
43 C -3.388 2.782 -3.757  -0.057
44 H -1.593 -3.029 4.327  0.082
45 H 0.825 -1.478 -0.602  0.108
46 H -2.363 0.955 -3.306  0.091
47 C -2.859 1.828 -2.905  -0.136
48 H -3.320 -3.715 -0.362  0.082
49 H 4.822 4.076 0.410  0.081
50 H 4.425 3.762 -1.956  0.120
51 C -4.092 4.010 2.558  -0.640
52 H 3.842 0.392 -0.840  0.121
53 H -2.453 1.091 2.850  0.104
54 S -2.691 -1.899 -2.166  0.595
55 C -4.019 3.879 -3.184  -0.639
56 H -2.452 -5.462 0.807  0.087
57 H 4.054 2.550 0.829  0.060
58 C 6.792 -1.302 0.357  -0.046
59 O 1.969 -2.524 1.106  0.111
60 H -3.315 2.674 -4.825  0.118
61 N 1.783 -1.122 -0.612  0.115
62 N -2.956 1.970 1.078  -0.046
63 H 4.158 -1.582 2.461  0.103
64 C 4.713 -1.528 1.537  -0.010
65 C -3.515 2.968 -1.024  -0.205
66 C -4.114 4.045 1.169  -0.030
67 C 6.128 -1.466 -0.850  -0.053
68 C 4.285 2.899 -1.304  -0.221
69 C -1.863 -3.284 -1.645  -0.815
70 H -0.612 -3.319 -4.281  0.099
71 C -1.733 -1.747 2.540  -0.346
72 S -3.672 -3.313 3.096  1.104
73 H 5.200 2.305 -1.344  0.113
74 N -4.723 -2.347 0.798  0.104
75 C 0.474 -1.078 3.512  -0.322
76 H 2.177 2.626 -1.727  0.077
77 C -4.078 3.977 -1.798  -0.031
78 H 0.928 -3.274 -3.404  0.093
79 H -4.563 4.832 -1.360  0.105
80 Br -4.882 5.411 3.552  0.838
81 C 1.865 0.117 -1.191  -0.777
82 N -2.396 -4.003 -0.654  -0.043

For the total energy, the calculation gives -232866.2742 eV. The multiplicity is 1. As for the total charge: +2. The value obtained for the relative energy (zero: lowest compared OMol25 entry of this formula, charge and spin) is 80.7 kJ/mol. The calculation puts the highest occupied orbital energy at -12.754 eV. As for the HOMO-LUMO gap: 7.4 eV.

---

2.
This record from the Open Molecules 2025 dataset describes a structure of composition C30H34BrCaN6O3P at a distorted geometry. The level of theory is the ωB97M-V functional and the def2-TZVPD basis.

Last column: Löwdin charge in e.
Atoms and positions in Å:
1 C -1.101 0.359 0.834  -0.155
2 H 5.478 -1.474 -0.397  0.139
3 H -2.166 -3.493 -5.468  0.110
4 C -3.209 1.279 1.473  0.008
5 H 0.522 -2.483 1.848  0.107
6 C -5.285 -3.573 2.163  -0.045
7 C -3.038 2.292 0.537  -0.057
8 C 0.779 2.160 3.775  -0.326
9 C -5.180 -2.412 1.381  -0.267
10 C -0.288 -1.761 1.894  -0.007
11 C 3.676 0.683 -2.456  -0.151
12 H -1.492 -1.284 -6.337  0.130
13 H 3.188 -1.405 -0.931  0.115
14 H -3.622 3.212 0.597  0.113
15 C 5.042 1.953 -0.231  -0.112
16 N 5.563 0.646 -0.816  -0.175
17 C 3.430 -0.516 -0.325  -0.108
18 H 0.705 4.153 1.327  0.021
19 H 3.287 -0.178 -3.008  0.113
20 C -5.839 -3.592 -0.636  -0.155
21 N -4.528 -1.255 1.771  0.015
22 C 3.491 1.964 -0.408  -0.195
23 H 5.106 -0.337 0.946  0.097
24 C -5.896 -4.754 0.130  -0.727
25 Ca 0.499 0.665 -1.852  1.452
26 H 5.562 2.762 -0.764  0.109
27 C -1.571 -2.849 -4.831  -0.069
28 C -1.110 -3.294 -3.616  -0.068
29 H 1.681 5.511 2.043  0.032
30 C -1.892 2.366 -0.213  -0.134
31 H 0.395 2.662 4.693  0.039
32 H -4.160 1.099 1.973  0.114
33 H 5.384 2.058 0.848  0.128
34 H -5.488 -5.708 2.074  0.118
35 C -0.263 0.736 -4.767  -0.567
36 C -2.244 0.301 1.635  -0.126
37 C 1.143 4.583 2.272  -0.313
38 C 2.688 4.008 4.654  -0.319
39 H 2.281 4.993 4.694  0.018
40 H -0.084 2.129 3.065  0.028
41 H 3.114 2.810 -0.935  0.104
42 O -0.778 1.142 -5.842  0.014
43 H -5.454 -1.427 -0.502  0.118
44 C -5.529 -2.409 0.011  -0.030
45 H -5.865 -3.719 -1.763  0.115
46 C -1.190 -1.602 -5.320  0.002
47 H 0.216 4.730 2.870  0.037
48 C -0.473 -0.762 -4.457  -0.169
49 C 5.206 0.574 -2.237  -0.163
50 H -5.153 -3.413 3.234  0.114
51 C -0.324 -0.840 0.741  -0.349
52 H 5.691 1.445 -2.740  0.124
53 Br -5.929 -6.363 -0.799  0.742
54 H -1.553 -4.275 -3.314  0.127
55 H 0.304 -2.885 -2.056  0.101
56 C 4.992 -0.474 -0.111  -0.186
57 H 5.628 -0.409 -2.586  0.131
58 C -2.389 -0.861 2.534  -0.222
59 H 2.970 -0.462 0.671  0.109
60 N 3.014 0.773 -1.090  -0.233
61 H -1.347 -2.309 3.758  0.113
62 H 3.006 1.991 0.577  0.056
63 N -0.948 1.370 -0.167  -0.044
64 H 1.109 1.155 4.094  0.037
65 C -5.505 -4.734 1.503  -0.136
66 N 0.122 -1.286 -3.328  0.008
67 C -1.298 -1.753 2.828  -0.005
68 H -1.688 3.193 -0.940  0.128
69 O 0.211 -1.216 -0.369  -0.173
70 H 3.767 4.136 4.744  0.024
71 P 2.142 3.200 3.082  0.799
72 H 2.382 3.460 5.531  0.025
73 H 3.379 1.597 -2.967  0.110
74 O 0.560 1.312 -3.922  -0.268
75 C -0.164 -2.548 -2.971  -0.139
76 N -3.669 -1.344 2.669  0.048

For the total energy, the calculation gives -144513.4226 eV. The multiplicity is 1. The value obtained for the relative energy (zero: lowest compared OMol25 entry of this formula, charge and spin) is 212.8 kJ/mol. The calculation puts the highest occupied orbital energy (alpha / beta) at -6.853 / -6.852 eV. As for the HOMO-LUMO gap (alpha / beta): 5.9 / 5.9 eV.

---

What is the relative energy (zero: lowest compared OMol25 entry of this formula, charge and spin) in the second record? 212.8 kJ/mol